{
  "formula": "C40H99N9O16",
  "method": "ωB97M-V/def2-TZVPD",
  "species": ["C", "C", "C", "C", "C", "C", "C", "C", "C", "N", "O", "H", "H", "H", "H", "H", "H", "H", "H", "H", "H", "H", "H", "H", "H", "H", "H", "H", "H", "H", "C", "C", "C", "C", "C", "C", "C", "C", "C", "N", "O", "H", "H", "H", "H", "H", "H", "H", "H", "H", "H", "H", "H", "H", "H", "H", "H", "H", "H", "H", "C", "C", "C", "C", "C", "C", "C", "C", "C", "N", "O", "H", "H", "H", "H", "H", "H", "H", "H", "H", "H", "H", "H", "H", "H", "H", "H", "H", "H", "H", "N", "C", "N", "O", "H", "H", "H", "H", "N", "C", "N", "O", "H", "H", "H", "H", "N", "C", "N", "O", "H", "H", "H", "H", "O", "C", "C", "O", "H", "H", "H", "H", "H", "H", "O", "C", "C", "O", "H", "H", "H", "H", "H", "H", "O", "C", "C", "O", "H", "H", "H", "H", "H", "H", "O", "C", "C", "O", "H", "H", "H", "H", "H", "H", "O", "C", "C", "O", "H", "H", "H", "H", "H", "H"],
  "coordinates": [[0.997, -3.920, -4.861], [1.286, -2.609, -4.122], [0.772, -2.655, -2.645], [2.811, -2.497, -4.063], [3.555, -1.970, -5.308], [2.950, -0.593, -5.738], [1.405, -0.609, -5.957], [0.974, 0.932, -6.002], [1.061, -1.329, -7.284], [0.713, -1.430, -4.854], [-0.700, -1.327, -4.775], [-0.065, -4.148, -4.956], [1.434, -3.791, -5.851], [1.507, -4.816, -4.507], [-0.298, -2.534, -2.480], [1.182, -3.534, -2.148], [1.135, -1.746, -2.165], [3.250, -2.028, -3.182], [3.235, -3.501, -4.056], [4.622, -1.863, -5.109], [3.450, -2.734, -6.077], [3.584, -0.197, -6.531], [3.137, 0.036, -4.868], [0.915, 1.502, -5.075], [0.040, 1.018, -6.556], [1.559, 1.551, -6.682], [0.038, -1.703, -7.249], [1.585, -2.273, -7.432], [1.247, -0.667, -8.130], [-1.046, -2.038, -5.318], [-0.198, 4.718, 0.385], [1.219, 4.777, -0.127], [2.122, 5.235, 0.938], [1.550, 3.269, -0.414], [2.818, 2.988, -1.155], [2.765, 3.738, -2.524], [2.409, 5.344, -2.299], [3.613, 6.095, -1.988], [1.901, 5.701, -3.768], [1.285, 5.541, -1.363], [0.985, 6.875, -1.139], [-0.337, 4.080, 1.258], [-0.698, 5.641, 0.676], [-0.832, 4.300, -0.398], [1.873, 6.250, 1.250], [1.925, 4.719, 1.878], [3.205, 5.234, 0.819], [1.587, 2.826, 0.581], [0.663, 2.812, -0.852], [3.643, 3.214, -0.479], [3.057, 1.948, -1.376], [2.071, 3.208, -3.177], [3.731, 3.731, -3.027], [3.422, 6.913, -1.293], [4.153, 6.518, -2.835], [4.365, 5.463, -1.515], [2.534, 5.440, -4.616], [1.754, 6.780, -3.803], [0.908, 5.365, -4.066], [0.354, 7.007, -1.851], [2.615, -3.869, 1.993], [1.138, -4.041, 2.331], [0.544, -2.626, 2.114], [0.573, -5.005, 1.321], [0.956, -6.520, 1.456], [0.514, -6.913, 2.914], [1.057, -5.936, 4.050], [0.255, -6.370, 5.318], [2.577, -6.201, 4.307], [0.756, -4.527, 3.670], [1.048, -3.761, 4.783], [3.147, -4.816, 1.912], [2.876, -3.434, 1.027], [3.057, -3.270, 2.789], [0.993, -1.884, 2.775], [0.852, -2.273, 1.130], [-0.539, -2.748, 2.135], [-0.515, -4.943, 1.343], [0.773, -4.654, 0.308], [0.373, -7.097, 0.737], [1.991, -6.826, 1.305], [0.812, -7.906, 3.250], [-0.563, -7.037, 2.806], [0.449, -5.772, 6.208], [0.519, -7.364, 5.679], [-0.832, -6.297, 5.286], [3.040, -6.714, 3.464], [2.838, -6.683, 5.249], [3.058, -5.227, 4.391], [1.980, -3.979, 4.858], [-1.113, 3.097, 4.099], [-2.083, 3.974, 3.810], [-2.734, 3.656, 2.732], [-2.174, 4.998, 4.377], [-0.439, 3.366, 4.801], [-1.113, 2.325, 3.447], [-3.420, 4.244, 2.281], [-2.409, 2.772, 2.368], [-5.775, 2.876, -0.748], [-5.428, 4.057, -0.356], [-5.611, 4.961, -1.233], [-5.035, 4.275, 0.788], [-5.620, 2.068, -0.163], [-5.832, 2.831, -1.756], [-6.134, 4.708, -2.059], [-5.507, 5.950, -1.056], [-0.314, 0.260, 0.458], [-1.351, 0.676, 1.148], [-2.434, 0.740, 0.408], [-1.290, 1.020, 2.313], [0.561, 0.163, 0.952], [-0.353, 0.146, -0.545], [-3.334, 0.706, 0.865], [-2.365, 0.705, -0.599], [-5.649, 2.014, 3.021], [-5.037, 0.734, 2.989], [-5.713, -0.150, 1.864], [-5.384, 0.330, 0.549], [-5.686, 2.345, 2.121], [-3.972, 0.904, 2.832], [-5.076, 0.340, 4.005], [-6.801, -0.098, 1.895], [-5.367, -1.177, 1.974], [-5.627, -0.381, -0.048], [-2.560, -3.213, -1.011], [-3.073, -2.900, 0.271], [-4.491, -3.215, 0.373], [-5.371, -2.493, -0.433], [-3.153, -2.721, -1.584], [-2.508, -3.493, 0.990], [-2.802, -1.896, 0.595], [-4.737, -3.172, 1.434], [-4.653, -4.283, 0.235], [-6.241, -2.865, -0.591], [0.415, -0.148, 4.308], [0.716, 0.632, 5.418], [1.532, -0.167, 6.352], [0.932, -1.486, 6.572], [-0.306, 0.275, 3.835], [1.238, 1.582, 5.304], [-0.270, 0.843, 5.833], [1.729, 0.333, 7.300], [2.549, -0.375, 6.020], [1.029, -1.858, 5.693], [-3.413, 2.948, -3.832], [-2.994, 1.777, -3.200], [-1.426, 1.923, -3.039], [-0.878, 0.734, -2.477], [-4.371, 2.942, -3.895], [-3.528, 1.446, -2.309], [-3.364, 0.994, -3.861], [-1.168, 2.853, -2.532], [-0.940, 2.095, -3.999], [-0.793, 0.133, -3.220], [4.400, 1.365, 3.936], [4.424, 0.558, 2.755], [3.306, -0.459, 2.515], [2.194, 0.276, 1.937], [5.178, 1.925, 3.979], [4.517, 1.149, 1.844], [5.385, 0.044, 2.771], [3.043, -1.025, 3.409], [3.520, -1.129, 1.682], [2.028, 1.076, 2.441]],
  "mulliken_charge": [-1.670, 1.650, -2.287, -1.269, -0.984, -1.033, 1.505, -1.531, -1.745, 0.825, -0.457, 0.365, 0.355, 0.420, 0.471, 0.549, 0.331, 0.389, 0.351, 0.444, 0.380, 0.507, 0.217, -0.208, 0.518, 0.483, 0.322, 0.344, 0.443, 0.318, -1.476, 1.822, -2.111, 0.646, -1.111, -1.206, 2.013, -1.966, -2.012, 0.502, -0.556, 0.023, 0.476, 0.316, 0.452, 0.403, 0.333, -0.123, -0.445, 0.436, 0.420, -0.016, 0.550, 0.332, 0.445, 0.341, 0.407, 0.510, 0.338, 0.383, -1.927, 3.059, -1.003, -0.516, -0.852, -1.430, 1.606, -1.962, -1.326, -0.306, -0.431, 0.454, 0.217, 0.291, -0.473, 0.006, 0.358, 0.145, -0.305, 0.439, 0.341, 0.453, 0.409, 0.408, 0.439, 0.394, 0.285, 0.476, 0.198, 0.328, -0.081, 0.523, 0.335, -0.752, 0.190, 0.340, 0.031, -0.209, -0.123, 0.719, -0.345, -0.733, 0.093, 0.167, 0.125, 0.275, 1.424, -0.395, 1.595, -1.028, -0.033, -0.506, -0.343, -0.740, -0.583, 0.564, -0.155, -0.678, 0.281, -0.528, 0.433, 0.360, -0.025, 0.171, -0.464, 1.357, -1.075, -0.510, 0.314, 0.010, -0.753, 0.375, 0.525, 0.258, 0.332, -0.113, -0.819, -0.569, -0.099, 0.212, 0.516, 0.429, 0.190, 0.309, -0.569, 0.000, -0.109, -0.045, 0.294, -0.104, 0.355, -0.088, 0.285, -0.230, -0.498, -0.927, 0.237, -0.417, 0.295, 0.315, 0.492, -0.100, 0.185, -0.064],
  "gap_ev": 7.866,
  "smiles": "CC1(C)CCCC(C)(C)N1O.CC1(C)CCCC(C)(C)N1O.CC1(C)CCCC(C)(C)N1O.NC(N)=O.NC(N)=O.NC(N)=O.OCCO.OCCO.OCCO.OCCO.OCCO",
  "e_lumo_ev": -0.21,
  "charge": 0,
  "max_force_ha_per_bohr": 0.1214,
  "total_energy_ev": -89249.499,
  "e_homo_ev": -8.077,
  "e_above_lowest_kcal_mol": 87.3
}